A structure of composition C19H26GeMnN5S at a distorted geometry. Source: the Open Molecules 2025 dataset; level of theory: ωB97M-V with the def2-TZVPD basis set.

Structure (XYZ):
```
53
Properties=species:S:1:pos:R:3:mulliken_charge:R:1
Mn 0.027 -0.928 0.692 0.0773
N 2.627 2.614 -0.504 -0.6136
C 1.745 1.593 -0.092 0.3340
S 2.007 -0.019 -0.726 -0.6244
N 0.805 1.865 0.755 -1.3008
N 0.153 0.778 1.176 1.0502
C -1.015 0.848 2.006 0.0102
C -2.204 0.768 1.091 -0.1282
C -3.308 1.571 1.190 -0.8121
C -4.340 1.470 0.237 -0.3989
C -4.160 0.525 -0.790 -0.6815
C -3.037 -0.257 -0.809 -0.1143
N -2.036 -0.184 0.108 0.0690
H 3.059 2.364 -1.385 0.2426
H 2.156 3.513 -0.556 0.2320
H -1.080 1.761 2.628 0.3312
H -3.393 2.273 2.015 0.3685
H -5.216 2.104 0.273 0.3921
H -4.917 0.407 -1.559 0.3572
H -2.901 -0.998 -1.590 0.3100
C 0.071 1.798 4.952 -1.4367
Ge 0.039 -0.162 4.458 0.2819
C -0.856 -0.985 6.081 -1.2770
C 1.954 -0.723 4.732 -1.3055
C -0.846 -0.507 2.735 -0.0496
H 0.513 1.937 5.935 0.4254
H -0.934 2.213 4.972 0.3904
H 0.652 2.364 4.230 0.3990
H -0.325 -0.684 6.981 0.3571
H -0.838 -2.069 6.023 0.3629
H -1.890 -0.661 6.166 0.3859
H 2.282 -0.466 5.739 0.4115
H 2.615 -0.242 4.018 0.3778
H 2.050 -1.797 4.600 0.3492
H -1.827 -0.965 2.951 0.2944
C 1.307 -4.297 2.479 -1.2946
C 0.729 -4.833 1.204 0.8402
C 0.727 -6.180 0.928 -0.5611
C 0.242 -6.681 -0.278 -0.5950
C -0.227 -5.780 -1.232 -0.6284
C -0.247 -4.428 -1.002 0.7769
C -0.668 -3.444 -2.052 -1.1082
C 0.191 -3.891 0.260 -0.2627
N 0.116 -2.607 0.500 -0.4168
H 2.123 -4.933 2.828 0.3952
H 0.548 -4.231 3.263 0.1870
H 1.672 -3.280 2.303 0.1492
H 1.120 -6.873 1.670 0.3116
H 0.254 -7.747 -0.484 0.3026
H -0.570 -6.155 -2.193 0.2847
H -0.663 -3.883 -3.052 0.4032
H 0.015 -2.587 -2.023 0.1695
H -1.668 -3.060 -1.844 -0.0204
```

- HOMO (alpha / beta) (eV) = 0.66 / -0.11
- charge = -2
- E_tot (eV) = -126244.2937
- LUMO energy (alpha / beta) (eV) = 4.77 / 4.76
- spin multiplicity = 5
- maximum force (eV/A) = 3.5
- orbital gap (alpha / beta) (Ha) = 0.15098 / 0.17901
- M (g/mol) = 484.067

A structure of composition C19H26GeMnN5S. Source: the Open Molecules 2025 dataset; level of theory: ωB97M-V with the def2-TZVPD basis set.

Structure (XYZ):
```
53
Properties=species:S:1:pos:R:3:mulliken_charge:R:1
Mn 0.208 -0.805 1.004 0.0325
N 2.275 2.822 -0.768 -0.6002
C 1.549 1.812 -0.074 0.2819
S 1.971 0.137 -0.405 -0.6174
N 0.662 2.166 0.781 -1.2322
N 0.196 1.076 1.483 0.8953
C -1.081 1.082 2.123 -0.1736
C -2.199 0.963 1.092 0.3386
C -3.354 1.738 1.039 -1.0203
C -4.261 1.521 0.015 -0.2270
C -4.008 0.536 -0.930 -0.7876
C -2.835 -0.199 -0.800 -0.0937
N -1.970 0.014 0.178 0.2512
H 2.523 2.481 -1.687 0.2473
H 1.693 3.647 -0.850 0.2401
H -1.283 2.001 2.716 0.2386
H -3.514 2.502 1.791 0.3568
H -5.164 2.121 -0.050 0.3663
H -4.688 0.341 -1.749 0.3888
H -2.578 -0.988 -1.498 0.2641
C 0.195 1.629 5.119 -1.3991
Ge 0.103 -0.211 4.394 0.3948
C -0.716 -1.308 5.828 -1.2636
C 1.972 -0.792 4.256 -1.1004
C -0.935 -0.311 2.778 -0.2053
H 0.769 1.632 6.050 0.4254
H -0.799 2.034 5.323 0.3690
H 0.689 2.282 4.397 0.3822
H -0.139 -1.223 6.754 0.3586
H -0.740 -2.359 5.535 0.3444
H -1.741 -0.988 6.028 0.3635
H 2.485 -0.689 5.217 0.4294
H 2.482 -0.182 3.508 0.3223
H 2.026 -1.832 3.935 0.2272
H -1.882 -0.842 2.912 0.3370
C 1.096 -4.420 2.748 -1.1357
C 0.654 -4.903 1.400 0.9399
C 0.604 -6.248 1.101 -0.4965
C 0.201 -6.729 -0.149 -0.6973
C -0.150 -5.780 -1.114 -0.5849
C -0.122 -4.424 -0.865 1.0258
C -0.525 -3.436 -1.918 -1.1348
C 0.261 -3.893 0.432 -0.2973
N 0.234 -2.615 0.695 -0.5973
H 1.692 -5.174 3.272 0.3304
H 0.249 -4.145 3.389 0.1915
H 1.681 -3.506 2.624 -0.0242
H 0.904 -6.957 1.874 0.2839
H 0.178 -7.792 -0.365 0.3016
H -0.457 -6.115 -2.105 0.2516
H -0.594 -3.912 -2.902 0.3808
H 0.182 -2.602 -1.959 0.1730
H -1.497 -2.984 -1.685 -0.0455
```

- HOMO (alpha / beta) (eV) = 0.56 / 0.14
- charge = -2
- E_tot (eV) = -126245.7524
- LUMO energy (alpha / beta) (eV) = 4.82 / 4.82
- spin multiplicity = 5
- maximum force (eV/A) = 0.8
- orbital gap (alpha / beta) (Ha) = 0.15666 / 0.17196
- M (g/mol) = 484.067

A cluster of 7 separate species, C19H26N2O15 in total at a distorted geometry. Source: the Open Molecules 2025 dataset; level of theory: ωB97M-V with the def2-TZVPD basis set.

Structure (XYZ):
```
62
Properties=species:S:1:pos:R:3:mulliken_charge:R:1
C 0.994 0.209 3.418 -0.2616
C 1.347 1.504 2.894 0.5126
N 1.556 2.622 2.514 -0.5967
H -0.086 0.348 3.370 0.1477
H 1.290 0.162 4.466 0.4356
H 1.457 -0.614 2.874 -0.1118
C -1.389 3.581 1.515 -0.2916
C -1.447 3.926 0.110 0.4157
N -1.481 4.131 -1.047 -0.5119
H -1.006 2.563 1.585 -0.2851
H -2.358 3.627 2.012 0.3563
H -0.695 4.240 2.037 0.3732
C 0.011 -0.487 -1.653 -0.1619
C -0.263 0.583 -0.511 -0.0911
O 0.266 -0.109 0.555 0.0200
C 0.233 -1.432 0.347 0.4225
O 0.377 -2.276 1.229 -0.6326
O 0.045 -1.669 -0.923 -0.4683
H 0.900 -0.381 -2.275 0.2550
H -0.931 -0.463 -2.200 0.3461
H -1.299 0.854 -0.309 0.1387
H 0.291 1.516 -0.610 -0.1140
C 3.206 -3.227 1.386 -0.3426
C 4.302 -4.318 1.620 -0.3081
O 5.423 -3.671 1.064 -0.3475
C 5.145 -2.377 0.750 0.5687
O 5.969 -1.628 0.278 -0.5592
O 3.899 -2.041 1.051 -0.1296
H 2.513 -3.096 2.217 0.3087
H 2.532 -3.489 0.571 0.2504
H 4.178 -5.242 1.055 0.2917
H 4.378 -4.599 2.670 0.2386
C -3.590 -3.307 0.388 -0.4467
C -3.243 -2.143 -0.608 -0.0531
O -3.236 -1.029 0.286 -0.1464
C -3.136 -1.420 1.581 0.6854
O -2.849 -0.619 2.497 -0.6148
O -3.375 -2.710 1.669 -0.3430
H -3.000 -4.194 0.158 0.3370
H -4.668 -3.369 0.240 0.3375
H -4.014 -1.945 -1.352 0.3576
H -2.213 -2.248 -0.950 0.0008
C -4.081 2.165 -1.407 0.1687
C -4.677 3.254 -2.269 -0.4583
O -3.809 3.335 -3.363 -0.3142
C -3.168 2.153 -3.495 0.6341
O -2.635 1.714 -4.495 -0.5830
O -3.330 1.433 -2.343 -0.2044
H -4.840 1.543 -0.934 0.3699
H -3.458 2.529 -0.590 -0.2849
H -4.702 4.150 -1.650 0.3386
H -5.672 2.946 -2.591 0.3040
C 3.933 0.297 -1.825 -0.4909
C 3.472 0.444 -0.403 0.7409
O 3.023 1.734 -0.362 -0.1773
C 2.789 2.154 -1.663 0.7133
O 2.109 3.119 -1.989 -0.0732
O 3.366 1.383 -2.519 -0.2647
H 3.620 -0.651 -2.262 0.3721
H 4.997 0.456 -2.002 0.2856
H 4.287 0.396 0.319 0.3675
H 2.744 -0.317 -0.121 -0.4261
```

- HOMO (alpha / beta) (eV) = -13.15 / -13.15
- charge = +1
- E_tot (eV) = -53805.1485
- LUMO energy (alpha / beta) (eV) = -3.76 / -10.11
- spin multiplicity = 2
- maximum force (eV/A) = 6.2
- orbital gap (alpha / beta) (Ha) = 0.34520 / 0.11171
- M (g/mol) = 522.416

An isolated molecule of C19H26N2O4. Source: the Open Molecules 2025 dataset; level of theory: ωB97M-V with the def2-TZVPD basis set.

Structure (XYZ):
```
51
Properties=species:S:1:pos:R:3:mulliken_charge:R:1
C -3.431 1.999 2.447 -0.9677
C -2.753 3.309 2.063 -0.4990
C -1.226 3.212 2.029 -0.9295
C -0.678 2.124 1.106 0.5195
C -1.089 2.316 -0.352 -0.7446
O -0.457 1.348 -1.182 -0.1869
C -1.006 0.119 -1.198 0.4150
O -2.052 -0.129 -0.631 -0.7083
C -0.180 -0.824 -1.945 -0.3876
C -0.573 -2.083 -2.252 1.0224
C -1.916 -2.675 -1.980 -1.8395
N 0.292 -2.935 -2.884 -0.0344
C 1.605 -2.638 -3.215 0.2193
O 2.334 -3.478 -3.696 -0.6925
N 1.955 -1.351 -3.030 -0.1051
C 1.220 -0.346 -2.279 -0.2983
C 1.975 0.025 -1.015 0.2719
C 2.585 1.263 -0.900 -0.0322
C 3.245 1.631 0.259 -0.9034
C 3.299 0.744 1.318 -0.7258
C 2.708 -0.503 1.219 -0.7725
C 2.050 -0.881 0.053 0.8059
O 1.487 -2.104 -0.153 -0.4025
C 1.078 -2.883 0.954 -0.5918
C -0.064 -2.234 1.729 -0.8647
H -3.286 1.243 1.680 0.1393
H -4.501 2.153 2.570 0.3878
H -3.029 1.624 3.386 0.2708
H -3.025 4.079 2.789 0.3931
H -3.122 3.638 1.090 0.2747
H -0.819 4.178 1.721 0.3591
H -0.864 3.009 3.040 0.3672
H -1.026 1.145 1.437 0.0966
H 0.414 2.123 1.155 -0.1544
H -2.174 2.222 -0.462 0.3870
H -0.756 3.285 -0.730 0.3039
H -2.346 -3.052 -2.907 0.5110
H -1.814 -3.511 -1.288 0.3898
H -2.580 -1.938 -1.542 0.3106
H 0.003 -3.886 -3.065 0.2545
H 2.927 -1.143 -3.206 0.2755
H 1.149 0.557 -2.904 0.6780
H 2.519 1.956 -1.726 0.3765
H 3.707 2.603 0.336 0.3948
H 3.804 1.019 2.233 0.4185
H 2.772 -1.181 2.056 0.3595
H 0.746 -3.823 0.505 0.4206
H 1.925 -3.104 1.616 0.3510
H -0.438 -2.924 2.481 0.4853
H 0.274 -1.326 2.223 0.2757
H -0.873 -1.974 1.050 0.1058
```

- HOMO (eV) = -8.49
- E_tot (eV) = -31296.5917
- LUMO energy (eV) = 0.74
- spin multiplicity = 1
- maximum force (eV/A) = 0.6
- orbital gap (Ha) = 0.33905
- SMILES = CCCCCOC(=O)C1=C(C)NC(=O)N[C@@H]1c1ccccc1OCC
- M (g/mol) = 346.427